{
  "formula": "C2H2N4O8",
  "method": "ωB97M-V/def2-TZVPD",
  "symbols": ["C", "C", "N", "N", "N", "N", "O", "O", "O", "O", "O", "O", "O", "O", "H", "H"],
  "coordinates": [[-1.145, 0.409, -0.344], [2.589, 0.069, -0.058], [-2.255, 0.625, 0.098], [1.912, -0.548, 0.871], [2.434, 1.569, -0.024], [3.386, -0.456, -1.053], [1.258, -0.015, 1.736], [3.445, 2.178, -0.154], [3.735, -1.646, -0.837], [-0.176, -0.076, -0.774], [1.979, -1.898, 0.864], [1.324, 2.019, 0.239], [3.692, 0.147, -2.000], [-3.082, 1.734, 0.400], [2.747, -2.186, 0.238], [-3.124, 1.671, 1.341]],
  "forces_ev_per_angstrom": [[-1.2022, 0.5915, 0.2827], [-0.7865, 3.8713, -0.0149], [-0.3361, 0.0971, 0.2220], [-0.0013, -1.5883, 1.0225], [-1.8912, -0.9727, 0.8306], [-0.1134, -3.2071, 1.7831], [0.3476, -0.8749, -0.4883], [1.1682, 0.8916, -0.3696], [0.2966, -0.1242, -0.4816], [0.0556, -0.1218, -0.3070], [-0.1875, -0.4208, 0.4837], [1.3318, -0.1803, -0.7180], [0.6339, 1.8068, -2.1131], [1.4703, -0.7614, -1.7039], [-0.6005, 0.9933, 0.2967], [-0.1853, 0.0000, 1.2753]],
  "homo_energy_ev": [-10.7, -10.7],
  "total_charge": 0,
  "relative_energy_kj_mol": 0.0
}



{
  "formula": "C14H18N6OS",
  "method": "ωB97M-V/def2-TZVPD",
  "symbols": ["C", "C", "N", "C", "N", "C", "N", "C", "C", "C", "C", "C", "C", "C", "N", "C", "S", "C", "C", "N", "O", "N", "H", "H", "H", "H", "H", "H", "H", "H", "H", "H", "H", "H", "H", "H", "H", "H", "H", "H"],
  "coordinates": [[1.790, -3.919, 3.279], [0.788, -4.185, 2.158], [1.166, -3.526, 0.933], [0.595, -2.401, 0.481], [1.159, -1.823, -0.581], [0.536, -0.733, -1.030], [1.050, -0.115, -2.102], [0.586, 1.195, -2.506], [0.803, 2.240, -1.438], [-0.164, 3.211, -1.215], [0.014, 4.165, -0.228], [1.161, 4.156, 0.550], [2.129, 3.192, 0.332], [1.953, 2.241, -0.658], [-0.584, -0.224, -0.498], [-1.026, -0.873, 0.556], [-2.477, -0.237, 1.309], [-2.814, 1.130, 0.157], [-3.014, 0.680, -1.283], [-3.631, -0.507, -1.426], [-2.709, 1.386, -2.219], [-0.506, -1.951, 1.103], [1.851, -2.853, 3.480], [1.474, -4.427, 4.187], [2.779, -4.280, 3.004], [0.715, -5.261, 1.969], [-0.195, -3.798, 2.430], [2.035, -3.782, 0.491], [1.950, -0.448, -2.408], [1.116, 1.470, -3.422], [-0.485, 1.137, -2.722], [-1.065, 3.202, -1.810], [-0.747, 4.913, -0.059], [1.297, 4.896, 1.325], [3.025, 3.178, 0.936], [2.713, 1.489, -0.817], [-1.989, 1.840, 0.198], [-3.728, 1.603, 0.521], [-3.757, -0.883, -2.350], [-3.796, -1.099, -0.628]],
  "forces_ev_per_angstrom": [[-0.2206, -0.0381, -0.1859], [0.0134, -0.1193, 0.3081], [0.2578, -0.1967, -0.0398], [-0.1507, 0.3280, -0.3324], [0.3016, -0.0273, -0.1332], [-0.0847, -0.5330, 0.3129], [0.3364, -0.0046, -0.2929], [-0.2480, 0.1247, -0.0182], [0.0327, 0.1210, 0.0030], [0.0898, 0.0084, -0.1156], [-0.0177, 0.0770, 0.0204], [-0.0035, 0.0713, 0.0978], [0.0950, 0.0052, 0.0436], [-0.0427, 0.0086, -0.0606], [0.1073, 0.2632, -0.2211], [0.1368, 0.1077, -0.1926], [-0.2625, 0.2085, 0.2349], [0.3133, -0.2243, 0.2509], [-0.1845, 0.0416, 0.3187], [-0.2791, -0.4369, -0.1416], [0.0354, 0.3552, -0.3424], [-0.1637, -0.2008, 0.4211], [0.0307, 0.1054, 0.0428], [0.0215, -0.0628, 0.1411], [0.1126, -0.0238, 0.0241], [-0.0957, 0.1003, 0.0463], [0.0945, -0.2020, -0.0224], [-0.0912, 0.0832, -0.0473], [-0.0938, -0.0320, 0.0365], [-0.0660, -0.0773, 0.0440], [0.1698, 0.0789, -0.0938], [-0.1207, -0.0362, -0.0430], [-0.0630, 0.0627, 0.0083], [0.0071, 0.0556, 0.0598], [0.0655, 0.0051, 0.0427], [0.0517, -0.0870, 0.0020], [-0.1531, -0.0329, -0.1061], [-0.0084, 0.0086, -0.0005], [0.0188, 0.0928, 0.0113], [0.0578, 0.0220, -0.0809]],
  "smiles": "CCNc1nc(NCc2ccccc2)nc(SCC(N)=O)n1",
  "homo_energy_ev": -8.8,
  "total_charge": 0,
  "relative_energy_kj_mol": 0.0
}



{
  "formula": "C50H54F6N11O5S2SiW",
  "method": "ωB97M-V/def2-TZVPD",
  "symbols": ["W", "C", "N", "C", "C", "N", "N", "C", "N", "N", "H", "H", "H", "H", "H", "H", "H", "H", "H", "H", "H", "C", "O", "C", "C", "C", "C", "C", "C", "C", "N", "C", "C", "N", "C", "C", "C", "C", "N", "C", "C", "N", "C", "C", "C", "C", "H", "H", "H", "H", "H", "H", "H", "H", "H", "H", "H", "H", "H", "H", "C", "C", "C", "C", "C", "C", "Si", "C", "C", "C", "C", "C", "C", "H", "H", "H", "H", "H", "H", "H", "H", "H", "H", "H", "C", "C", "C", "C", "C", "C", "C", "C", "N", "C", "C", "C", "C", "H", "H", "H", "H", "H", "H", "H", "H", "H", "H", "H", "H", "H", "H", "H", "H", "H", "H", "F", "C", "F", "F", "S", "O", "O", "N", "S", "O", "O", "C", "F", "F", "F"],
  "coordinates": [[0.600, -1.061, -0.098], [-3.538, -3.327, -0.833], [-2.400, -4.112, -1.260], [-2.503, -5.524, -0.934], [-1.146, -3.514, -1.265], [-0.857, -2.476, -0.552], [-0.321, -4.164, -2.192], [0.900, -3.985, -2.754], [1.037, -4.592, -3.961], [1.953, -3.499, -2.165], [-4.437, -3.811, -1.212], [-3.479, -2.332, -1.271], [-3.632, -3.243, 0.257], [-3.391, -5.942, -1.407], [-2.583, -5.671, 0.150], [-1.629, -6.070, -1.280], [-1.652, -2.227, 0.037], [-0.927, -4.664, -2.836], [0.213, -4.658, -4.545], [1.868, -4.357, -4.484], [2.758, -3.398, -2.765], [-7.259, 11.148, 0.922], [-7.076, 10.345, -0.224], [-6.270, 9.264, -0.148], [-6.101, 8.523, -1.325], [-5.280, 7.419, -1.355], [-4.594, 7.009, -0.206], [-4.787, 7.738, 0.968], [-5.611, 8.845, 1.006], [-3.719, 5.855, -0.214], [-3.680, 4.884, -1.103], [-2.757, 3.994, -0.647], [-2.201, 4.457, 0.546], [-2.819, 5.643, 0.801], [-1.252, 3.731, 1.292], [-0.670, 4.212, 2.472], [0.191, 3.395, 3.158], [0.448, 2.127, 2.639], [-0.056, 1.659, 1.514], [-0.906, 2.431, 0.822], [-1.506, 1.905, -0.389], [-1.256, 0.617, -0.729], [-1.850, 0.150, -1.817], [-2.626, 0.913, -2.690], [-2.897, 2.217, -2.362], [-2.387, 2.716, -1.157], [-7.919, 11.955, 0.612], [-6.313, 11.570, 1.272], [-7.734, 10.590, 1.733], [-6.627, 8.851, -2.208], [-5.148, 6.860, -2.267], [-4.311, 7.436, 1.891], [-5.731, 9.375, 1.938], [-2.651, 6.249, 1.587], [-0.908, 5.203, 2.832], [0.664, 3.710, 4.076], [1.103, 1.468, 3.188], [-1.707, -0.896, -2.057], [-2.984, 0.465, -3.602], [-3.486, 2.869, -2.986], [1.951, -6.565, 2.352], [2.672, -5.435, 2.701], [2.743, -4.363, 1.831], [2.108, -4.384, 0.587], [1.405, -5.536, 0.253], [1.319, -6.612, 1.119], [2.282, -2.804, -0.513], [4.206, -2.796, -0.504], [4.934, -3.735, -1.234], [6.305, -3.851, -1.099], [6.989, -3.035, -0.215], [6.286, -2.105, 0.531], [4.914, -1.990, 0.385], [1.897, -7.409, 3.021], [3.193, -5.398, 3.648], [3.352, -3.507, 2.093], [0.938, -5.611, -0.716], [0.770, -7.497, 0.829], [1.503, -2.422, 2.134], [4.418, -4.408, -1.905], [6.838, -4.588, -1.679], [8.059, -3.124, -0.110], [6.806, -1.470, 1.232], [4.383, -1.262, 0.981], [4.514, 0.936, 4.697], [3.759, 0.670, 3.435], [3.982, 1.425, 2.294], [3.259, 1.208, 1.125], [3.538, 1.976, -0.127], [2.250, 0.243, 1.117], [1.997, -0.506, 2.277], [2.788, -0.330, 3.402], [0.988, -1.534, 2.119], [-0.139, -1.778, 3.073], [0.252, -1.729, 4.550], [-1.278, -0.796, 2.802], [-0.590, -3.210, 2.752], [5.375, 1.565, 4.503], [4.846, 0.011, 5.160], [3.877, 1.453, 5.415], [4.741, 2.191, 2.319], [4.311, 2.723, 0.031], [2.633, 2.475, -0.477], [3.865, 1.296, -0.914], [1.670, 0.259, 0.116], [2.659, -0.945, 4.276], [0.531, -0.728, 4.864], [1.064, -2.423, 4.758], [-0.611, -2.027, 5.140], [-1.095, 0.154, 3.294], [-2.218, -1.193, 3.176], [-1.361, -0.623, 1.726], [0.137, -3.925, 3.130], [-0.658, -3.355, 1.675], [-1.553, -3.424, 3.207], [2.824, 1.428, -3.877], [1.647, 0.877, -4.182], [0.703, 1.667, -3.686], [1.540, 0.831, -5.503], [1.600, -0.854, -3.422], [0.522, -0.798, -2.459], [2.908, -1.049, -2.885], [1.246, -1.839, -4.589], [-0.306, -1.728, -4.959], [-1.089, -2.765, -4.346], [-0.796, -0.395, -4.894], [-0.216, -2.305, -6.741], [0.398, -3.497, -6.710], [-1.421, -2.496, -7.271], [0.477, -1.504, -7.529]],
  "forces_ev_per_angstrom": [[-0.3546, -0.4950, -0.1223], [-0.0076, 0.0967, -0.0127], [0.2494, 0.2151, -0.2216], [-0.0355, -0.2298, 0.1741], [-0.2911, 0.1181, 0.2928], [-0.6005, -0.5561, -0.6444], [-0.6140, -0.0852, -0.0596], [0.7979, -1.0011, -0.1639], [-0.1121, -0.0951, 0.1494], [-0.2000, -0.0560, 0.1919], [-0.0239, 0.0293, 0.0456], [-0.0525, 0.0471, 0.0162], [0.0316, -0.0223, 0.0600], [0.0384, -0.0027, -0.0122], [0.0096, -0.0334, -0.0192], [0.0179, -0.0372, -0.0148], [-0.0363, -0.2864, -0.0612], [0.0856, 0.1755, 0.1979], [0.0931, 0.1236, 0.0571], [-0.0696, -0.0681, 0.0748], [0.0780, -0.0511, -0.2582], [-0.0454, 0.1498, 0.2108], [0.0411, -0.2424, -0.3222], [0.1828, -0.2544, -0.0054], [-0.1005, 0.2026, 0.1117], [0.1168, -0.0505, 0.2158], [-0.3819, 0.5832, 0.1724], [0.0669, -0.2317, -0.3377], [-0.1855, 0.3480, 0.0246], [0.3476, -0.3872, -0.0139], [-0.4343, 0.2884, -0.2178], [0.7131, 0.5935, 1.2140], [-0.3749, -0.4963, -0.9371], [-0.0985, 0.0510, -0.0828], [0.2347, -0.3416, 0.0331], [0.0681, -0.2915, -0.0271], [-0.1726, 0.1585, -0.1171], [0.0606, 0.1131, -0.0138], [-0.1990, 0.1825, 0.0785], [0.0141, 0.6072, 0.5337], [-0.3730, 0.1561, -0.2566], [0.1601, -0.4354, -0.1059], [-0.2681, -0.0729, -0.2196], [-0.1045, 0.3005, 0.1235], [0.2046, -0.2905, 0.1504], [0.2687, -0.4209, 0.1267], [0.0547, -0.0411, 0.0498], [-0.0215, -0.0346, -0.0249], [0.0266, -0.0146, -0.0261], [-0.0402, 0.0151, -0.1199], [-0.0004, -0.0621, -0.1218], [0.0108, -0.0246, 0.0870], [-0.0320, 0.0643, 0.0527], [-0.0417, 0.0037, -0.1300], [0.0113, 0.0561, 0.0359], [0.0272, 0.0145, 0.0731], [0.1101, -0.0562, 0.0082], [0.1005, 0.1720, 0.0340], [-0.0548, -0.0491, -0.0548], [-0.1738, 0.0329, -0.0794], [-0.0656, -0.0459, -0.0146], [0.0233, -0.0557, 0.2208], [-0.0259, 0.0212, -0.1477], [-0.0864, 0.4791, -0.1450], [-0.0520, 0.0912, -0.1339], [-0.0142, -0.1250, 0.1081], [0.9871, -0.8375, 0.9617], [-0.5477, 0.1745, -0.1716], [-0.1633, 0.0941, 0.0183], [0.0498, -0.0923, -0.1064], [0.0064, 0.0271, -0.0127], [0.1077, 0.0229, 0.0824], [-0.2699, 0.0835, -0.0805], [-0.0001, -0.0592, 0.0765], [0.0359, 0.0039, 0.0606], [0.1752, 0.1263, 0.1395], [-0.0935, -0.1043, -0.0697], [-0.0219, -0.0813, -0.0270], [-0.1210, 0.1172, -0.1764], [0.0147, -0.1841, -0.1029], [0.0787, -0.0764, -0.0664], [0.1086, -0.0170, 0.0241], [0.0495, 0.0746, 0.0582], [-0.0216, 0.1375, 0.0748], [0.0001, 0.0257, 0.0294], [-0.1157, -0.0789, -0.1639], [-0.2585, -0.2131, 0.0661], [-0.3429, -0.1864, -0.3225], [0.0171, -0.0360, -0.0539], [0.4311, -0.7090, 0.7329], [0.3782, 0.4235, -0.1334], [-0.1200, 0.0887, -0.0986], [0.3372, -0.3485, -0.6222], [-0.6652, -0.1096, 0.3038], [-0.0532, 0.0657, -0.2944], [0.2143, -0.1958, 0.0424], [0.0635, 0.1425, -0.0469], [0.1713, 0.0553, 0.0481], [0.0865, -0.0911, 0.0748], [-0.0166, 0.0371, 0.0904], [0.1235, 0.1409, -0.0966], [0.0442, 0.0670, -0.0323], [-0.0577, 0.0635, -0.0670], [0.0394, 0.0173, -0.1012], [1.0579, 1.9973, 0.0743], [-0.0692, -0.1351, 0.0880], [0.0750, 0.1252, 0.0482], [0.0820, -0.0617, 0.0995], [-0.0672, -0.0695, 0.0641], [-0.0493, 0.1202, -0.0951], [-0.0739, -0.0817, 0.0725], [-0.2030, 0.1378, 0.0780], [0.0745, -0.1534, 0.0041], [-0.0552, -0.0723, -0.0020], [-0.0488, 0.0128, 0.0741], [-0.0120, -0.1870, 0.0177], [0.2836, 0.5092, -0.0283], [-0.1334, -0.2515, 0.0774], [0.0724, -0.0974, 0.0941], [0.9024, 1.0272, -0.3913], [-0.4385, 0.0294, 1.3219], [0.3268, -0.1228, -0.3782], [-0.0478, 0.3600, -0.0299], [-0.2215, -0.6193, -1.1502], [-0.3710, -0.1376, -0.0331], [-0.4988, 0.5240, -0.3031], [0.1301, -0.1488, -0.1123], [0.1536, -0.2471, 0.0101], [0.0009, 0.3012, 0.4232], [-0.0217, 0.2266, 0.2593]],
  "homo_energy_ev": [-9.1, -8.4],
  "total_charge": 1,
  "multiplicity": 3,
  "s_squared": 2.014
}



{
  "formula": "C4H3IN2",
  "method": "ωB97M-V/def2-TZVPD",
  "symbols": ["C", "C", "C", "C", "N", "N", "I", "H", "H", "H"],
  "coordinates": [[-1.325, 2.168, 0.064], [1.835, -0.554, 0.007], [1.014, -1.555, -0.055], [-1.033, -0.184, -0.019], [-1.738, 3.227, -0.071], [-0.729, 1.010, 0.011], [-2.853, -1.252, 0.000], [2.893, -0.879, 0.040], [1.350, 0.551, -0.014], [0.586, -2.533, 0.037]],
  "forces_ev_per_angstrom": [[-0.4145, 0.1639, -0.5652], [-0.5643, 0.2362, -0.2286], [-3.1265, 2.8306, 0.3784], [2.1376, -2.0733, -0.0732], [-0.4571, 1.0049, 0.2609], [0.7739, -1.2971, 0.2925], [-0.0132, 0.4420, 0.0200], [-0.2925, 1.0696, 0.0290], [1.5081, -2.2375, 0.0574], [0.4485, -0.1393, -0.1712]],
  "homo_energy_ev": [-8.7, -8.7],
  "total_charge": 0,
  "relative_energy_kj_mol": 431.8
}



no.,DFT total energy (eV)
1,-24433.68021
2,-36636.00628
3,-127029.09041
4,-15271.49116